A molecular structure, C23H35IrNOP2 in a non-equilibrium geometry, computed with ωB97M-V with the def2-TZVPD basis set.

Structure (XYZ):
```
63
Properties=species:S:1:pos:R:3:forces:R:3
Ir 0.350338 0.603047 -0.963729 0.26 -3.42 3.79
P 2.269893 -0.175608 -1.932382 0.40 1.41 -0.95
P -2.621506 0.796180 0.575795 2.61 -1.20 0.38
N -0.737062 -0.015002 -2.242905 0.25 -0.07 -1.04
H 1.571265 -1.733948 2.335498 -1.34 1.19 0.01
C 2.815631 -1.927137 -1.931787 -0.13 -0.15 -0.05
H 3.833870 -2.005654 -2.341898 -0.25 0.15 0.08
H 2.146058 -2.513612 -2.570752 0.04 0.14 0.13
H 2.810328 -2.382038 -0.938558 -0.07 0.15 -0.12
C 3.761967 0.735949 -1.365850 0.08 -0.22 -0.11
H 4.531304 0.644469 -2.148162 -0.05 0.06 0.33
H 4.132566 0.333566 -0.412225 -0.10 0.21 -0.30
H 3.484774 1.790111 -1.227363 0.13 -0.36 -0.01
C 2.261503 0.208042 -3.712448 0.52 -0.27 -0.23
H 3.297680 0.209798 -4.076191 -0.24 -0.04 -0.22
H 1.806044 1.191694 -3.867076 0.11 -0.26 0.01
H 1.678880 -0.551708 -4.245805 0.05 0.24 0.00
C -3.872589 -0.291045 1.240261 -0.72 -0.04 0.17
H -4.753169 0.314034 1.487924 -0.01 -0.25 0.00
H -3.520490 -0.803523 2.138037 0.09 0.12 -0.07
H -4.152451 -1.038986 0.489391 0.12 0.16 0.13
C -2.580381 2.315748 1.509962 -0.56 0.55 0.24
H -3.551500 2.455197 1.993403 0.09 0.34 0.04
H -2.377746 3.135477 0.815868 -0.05 0.00 0.18
H -1.788233 2.275974 2.261030 -0.14 -0.06 -0.17
C -3.102925 1.186067 -1.090270 -0.44 0.11 -0.33
H -4.166924 1.437234 -1.122429 0.04 0.07 0.04
H -2.912643 0.324047 -1.735530 -0.07 0.20 0.17
H -2.513822 2.035213 -1.442861 -0.03 -0.16 -0.06
C -1.077679 0.099225 -3.535741 -0.19 -0.07 -0.15
C -1.923374 -0.833938 -5.588037 0.10 0.01 -0.11
C -1.460607 -1.056724 -4.310129 0.24 1.09 0.97
C -1.104409 1.415125 -4.094698 -0.09 -0.98 0.31
C -1.583165 1.574937 -5.375316 0.28 0.17 0.36
C -1.983728 0.462244 -6.113620 -0.07 0.09 -0.10
H -2.236372 -1.681220 -6.186951 -0.01 0.10 -0.11
H -1.380977 -2.043305 -3.826201 -0.15 0.55 -0.41
H -0.757153 2.224961 -3.438477 -0.23 -0.28 -0.46
H -1.614036 2.594790 -5.743000 -0.16 -0.20 -0.44
H -2.341415 0.619385 -7.114171 -0.14 -0.08 -0.29
C 2.171627 0.035253 1.780393 0.37 0.51 0.62
O 1.716273 0.568379 0.715623 0.45 0.34 -0.59
C 2.738620 -1.407888 1.895651 1.86 1.48 -0.19
H 3.440054 -1.230426 2.766104 -0.32 -0.78 -1.02
H 3.217434 -1.524626 0.872992 -0.43 -0.72 1.01
H 2.358662 -2.446154 2.197550 0.40 -0.84 -0.47
C 2.487613 0.829903 3.004526 -0.45 -0.56 0.70
H 1.841294 0.443767 3.803472 0.10 0.27 0.32
H 2.308253 1.890554 2.918101 -0.13 0.23 -0.32
H 3.525298 0.667888 3.348249 -0.15 0.11 -0.16
C -0.928292 0.096710 0.745506 -2.47 2.08 -2.67
C -0.673712 -0.480330 1.867602 0.42 -1.13 2.38
C -0.722747 -0.738768 3.261709 -0.66 0.53 -0.60
C -1.355997 0.147939 4.208653 0.38 -0.16 0.18
C -1.012970 0.113093 5.556481 -0.74 0.42 -0.83
C -0.108700 -0.839847 6.032126 0.81 -0.89 0.04
C 0.372638 -1.831292 5.164502 -0.12 0.44 0.72
C -0.000726 -1.841715 3.826136 0.75 -0.22 -0.72
H -2.080998 0.881486 3.850187 0.32 -0.10 0.14
H -1.448172 0.839232 6.243931 0.06 -0.17 -0.19
H 0.199889 -0.829566 7.080867 -0.10 -0.05 -0.37
H 1.055505 -2.593743 5.539739 -0.26 0.07 -0.02
H 0.261437 -2.678887 3.167287 -0.26 0.16 0.41
```
Forces are in eV/Å.

Properties
<S²>: 8.81
Total energy: -1813.973023 hartree
Largest force on an atom: 5.114 eV Å⁻¹
Spin multiplicity: 6

Atom charges from the Mulliken analysis, given in e for atoms 1 to 4: 1.149 0.766 1.804 -0.675